1.
The following is a DFT calculation (wB97M-V/def2-TZVPD) of a cluster of 2 separate species, C5H11NO2 in total.

Each line ends with the Löwdin charge.
Atoms and positions in Å:
C -1.0696 1.5233 -0.3008  -0.335
N -0.4451 0.5086 0.3620  -0.104
C 0.2386 0.7035 1.6586  -0.141
C 1.0482 -0.6079 1.8940  -0.141
C 0.6107 -1.5105 0.7098  -0.185
C 0.2674 -0.5862 -0.3902  -0.177
O -1.0653 2.6632 0.1365  0.003
H -1.7153 1.2520 -1.1518  0.124
H 0.8413 1.6689 1.5234  0.136
H -0.5092 0.8814 2.4487  0.119
H 0.6969 -0.9763 2.8458  0.094
H 2.1219 -0.4274 1.9376  0.105
H -0.2439 -2.1468 0.9560  0.115
H 1.4015 -2.1974 0.3622  0.114
H -0.3758 -0.9433 -1.2390  0.108
H 1.0144 -0.0856 -1.0140  0.121
H -0.5708 0.7943 -3.7819  0.046
H -1.4345 -0.5491 -3.7058  0.055
O -0.8114 0.0352 -3.2512  -0.056

- HOMO-LUMO gap: 9.31 eV
- Energy relative to the best compared isomer or geometry (same formula, charge and spin): 28.87 kcal/mol
- Total charge: 0
- LUMO: 0.506 eV
- E_tot: -10948.0150 eV
- Structure (SMILES): O=CN1CCCC1.O
- Highest occupied orbital energy: -8.81 eV



2.
The following is a DFT calculation (wB97M-V/def2-TZVPD) of a cluster of 2 separate species, C2H3NOS2 in total.

Each line ends with the Löwdin charge.
Atoms and positions in Å:
C 2.2742 1.4002 0.1963  0.095
C -2.3534 -0.3334 0.5256  -0.694
N 2.4503 0.3214 -0.2689  -0.675
O -3.2224 0.4755 0.7599  -0.036
S 2.6540 -1.1903 -0.6607  0.552
S -1.7247 -0.6158 -1.1095  0.723
H 2.2694 2.4334 0.3322  0.064
H -1.8531 -1.1380 1.1378  0.077
H -0.4944 -1.3531 -0.9127  -0.105

- HOMO-LUMO gap: 9.24 eV
- Energy relative to the best compared isomer or geometry (same formula, charge and spin): 69.39 kcal/mol
- Total charge: 0
- LUMO: 0.147 eV
- E_tot: -27327.7678 eV
- Structure (SMILES): C#[N+][S-].O=CS
- Highest occupied orbital energy: -9.10 eV



3.
The following is a DFT calculation (wB97M-V/def2-TZVPD) of a cluster of 2 separate species, C27H31FN3 in total.

Each line ends with the Löwdin charge.
Atoms and positions in Å:
C 3.5482 -7.7584 -0.1675  -0.050
C 3.9455 -6.4787 0.4838  -0.270
C 5.2576 -6.0319 0.4447  -0.006
C 5.6330 -4.8388 1.0393  -0.201
C 7.0430 -4.3851 0.9597  -0.036
C 4.6705 -4.0670 1.7082  -0.122
N 5.0242 -2.7971 2.3023  0.011
C 4.3187 -1.6002 2.0250  -0.280
C 3.5862 -1.3850 0.9170  0.020
N 4.4129 -0.7899 3.1894  0.039
C 3.3778 0.1260 3.6154  -0.102
C 2.5549 -0.1939 4.7110  -0.180
C 2.8153 -1.3871 5.5560  -0.030
C 1.4831 0.6226 5.0191  -0.006
C 1.1932 1.7540 4.2781  -0.280
C 0.0191 2.5959 4.6420  -0.053
C 2.0292 2.0831 3.2231  -0.029
C 3.1230 1.3021 2.8885  -0.209
C 4.0426 1.7520 1.8085  -0.043
C 5.3068 -1.4447 4.0757  -0.073
C 5.6479 -2.6434 3.5652  -0.039
C 3.3437 -4.5206 1.7667  -0.197
C 2.3138 -3.7674 2.5262  -0.032
C 3.0059 -5.7093 1.1503  -0.007
H 2.4790 -7.9509 -0.0418  0.077
H 3.7609 -7.7289 -1.2388  0.085
H 4.0942 -8.5958 0.2722  0.086
H 5.9964 -6.6320 -0.0580  0.124
H 7.1731 -3.4221 1.4531  0.069
H 7.7040 -5.1054 1.4442  0.090
H 7.3549 -4.2701 -0.0795  0.089
H 2.9238 -0.5518 0.8370  0.033
H 3.6172 -2.0825 0.1070  0.061
H 2.0060 -1.5614 6.2666  0.088
H 2.9188 -2.2799 4.9440  0.060
H 3.7328 -1.2572 6.1292  0.082
H 0.8536 0.3717 5.8542  0.121
H -0.0929 3.4409 3.9589  0.068
H -0.8999 2.0053 4.6026  0.084
H 0.1288 2.9899 5.6561  0.090
H 1.8199 2.9728 2.6570  0.090
H 3.7385 2.7215 1.4081  0.070
H 5.0580 1.8454 2.1941  0.097
H 4.0680 1.0510 0.9766  0.053
H 5.6055 -1.0532 5.0335  0.118
H 6.2577 -3.3905 4.0453  0.124
H 1.3490 -4.2743 2.5095  0.085
H 2.6261 -3.6676 3.5634  0.073
H 2.1602 -2.7718 2.1133  0.062
H 1.9863 -6.0463 1.1964  0.112
F -0.9126 1.4363 0.2657  0.136
N -0.9528 2.6348 -0.3276  -0.012
C 0.1616 3.4623 -0.2797  0.072
C 0.1469 4.6481 -0.9503  0.004
C -0.9864 5.0242 -1.6736  0.025
C -2.1122 4.1965 -1.6961  0.000
C -2.0929 3.0102 -1.0293  0.067
H 0.9977 3.1338 0.3048  0.136
H 1.0066 5.2970 -0.9300  0.136
H -0.9983 5.9595 -2.2096  0.133
H -2.9931 4.4980 -2.2402  0.136
H -2.9381 2.3483 -1.0019  0.153

- HOMO-LUMO gap: 3.23 eV
- Total charge: +1
- LUMO: -5.245 eV
- E_tot: -35680.2425 eV
- Highest occupied orbital energy: -8.48 eV



4.
The following is a DFT calculation (wB97M-V/def2-TZVPD) of a structure of composition C4H5N3.

Each line ends with the Löwdin charge.
Atoms and positions in Å:
C 1.8625 0.2015 -0.1754  -0.238
C -0.5843 0.4926 0.1869  -0.605
C -1.7563 -0.3443 0.0257  -0.118
C -2.7372 -0.9632 -0.1249  0.102
H 3.6302 -0.4776 -0.4782  0.120
H 2.1281 1.3946 -0.7500  0.213
H 0.2979 -1.2522 0.9461  0.239
H -1.7385 1.9132 -0.2179  0.084
H -3.5023 -1.7957 -0.1861  0.072
N 2.6597 -0.7430 0.1192  0.003
N 0.4887 -0.2052 0.4533  0.016
N -0.7487 1.7795 0.2014  0.112

- HOMO-LUMO gap: 9.98 eV
- Energy relative to the best compared isomer or geometry (same formula, charge and spin): 135.23 kcal/mol
- Total charge: 0
- LUMO: 0.754 eV
- E_tot: -8693.9483 eV
- Highest occupied orbital energy: -9.23 eV



5.
The following is a DFT calculation (wB97M-V/def2-TZVPD) of a cluster of 12 separate species, C4H35N2O12 in total.

Each line ends with the Löwdin charge.
Atoms and positions in Å:
N 0.6917 0.1858 -0.3217  0.219
C -0.4323 1.0161 -0.8838  -0.286
C -0.3910 0.9559 -2.3757  -0.157
C -1.6842 1.1684 -3.1482  -0.146
O -2.2053 -0.1935 -3.4283  -0.110
C -0.3746 2.4407 -0.3275  -0.209
N -0.0144 2.3652 1.0794  0.010
H 0.5698 -0.8364 -0.4400  0.101
H 1.5730 0.5349 -0.6860  0.106
H 0.7246 0.2375 0.7067  0.117
H -1.3984 0.6453 -0.5141  0.120
H 0.4157 1.5418 -2.8252  0.103
H 0.0338 0.0008 -2.7379  0.118
H -2.4884 1.5710 -2.5287  0.116
H -1.5110 1.6194 -4.1192  0.127
H -2.3696 -0.2380 -4.3750  0.100
H -1.3050 2.9283 -0.6161  0.117
H 0.4508 2.9765 -0.8259  0.132
H -0.4934 1.6747 1.6421  0.045
H -0.0803 3.2696 1.5298  0.098
H 1.7940 -2.8717 -2.9267  0.045
H 0.3319 -3.2524 -2.5978  0.037
O 0.9326 -2.5106 -2.6983  -0.063
H -1.9226 -1.1564 2.6166  0.078
H -2.5391 0.2151 2.4202  0.047
O -2.1631 -0.3609 3.1145  -0.007
H 0.6375 -4.3936 1.4962  0.069
H 0.8899 -3.2901 2.5879  0.021
O 0.2156 -3.6750 1.9826  -0.058
H -3.7467 2.2865 1.5980  0.075
H -3.5884 1.4193 0.4567  0.042
O -3.0240 1.8369 1.1328  -0.053
H 0.1324 0.8749 4.4490  0.058
H -0.7483 0.0246 3.4235  -0.014
O 0.2010 0.3020 3.6801  -0.100
H 2.5775 0.6023 2.6195  0.034
H 2.1296 1.7290 1.5290  0.038
O 2.5830 0.8928 1.7078  -0.062
H 0.2017 -2.9466 0.4655  0.026
H -0.9423 -2.3163 0.0174  0.064
O -0.0631 -2.4638 -0.3783  -0.094
H 3.4258 -0.4525 0.1191  0.012
H 4.6608 0.3998 0.1304  0.052
O 4.0565 -0.0373 -0.4796  -0.059
H 1.4030 -1.2959 3.6315  0.017
H 2.8219 -1.9380 3.4672  0.066
O 1.8795 -2.1084 3.3891  -0.045
H 3.1709 1.4415 -3.1094  0.068
H 2.8307 0.1128 -2.3636  0.033
O 2.5091 0.9940 -2.5771  -0.049
H -3.0092 -0.4213 -1.8998  0.008
H -3.9115 -1.1529 -0.7897  0.051
O -3.4381 -0.3516 -1.0191  -0.062

- HOMO-LUMO gap: 10.17 eV
- Energy relative to the best compared isomer or geometry (same formula, charge and spin): 40.95 kcal/mol
- Total charge: +1
- LUMO: -2.470 eV
- E_tot: -32261.3133 eV
- Highest occupied orbital energy: -12.64 eV



6.
The following is a DFT calculation (wB97M-V/def2-TZVPD) of an isolated molecule of C3H6N2O.

Each line ends with the Löwdin charge.
Atoms and positions in Å:
C 1.1126 -0.3034 1.1221  -0.044
N 0.2496 -0.0615 -0.0228  -0.125
C -1.0643 -0.4651 -0.0901  -0.232
N -1.7034 -0.1908 -1.1638  0.040
C 0.5093 0.9307 -1.0402  -0.250
O 1.5682 1.5127 -1.0843  0.037
H 1.9216 0.4280 1.0679  0.084
H 1.5542 -1.3063 1.1042  0.088
H 0.5825 -0.1780 2.0762  0.088
H -1.4849 -0.9505 0.7953  0.133
H -2.7033 -0.2523 -1.1511  0.058
H -0.5420 0.8365 -1.6135  0.124

- HOMO-LUMO gap: 9.81 eV
- Energy relative to the best compared isomer or geometry (same formula, charge and spin): 44.00 kcal/mol
- Total charge: 0
- LUMO: 0.826 eV
- E_tot: -8234.7909 eV
- Structure (SMILES): [H]/N=C/N(C)C=O
- Highest occupied orbital energy: -8.98 eV



7.
The following is a DFT calculation (wB97M-V/def2-TZVPD) of a structure of composition C5H13AgAsNO6S2.

Each line ends with the Löwdin charge.
Atoms and positions in Å:
Ag 0.4989 1.6110 -0.6371  0.527
N 2.7071 1.9294 -1.3746  -0.013
C 3.5354 1.6619 -0.1577  -0.176
C 2.9714 2.5442 0.9618  -0.749
O 3.5618 3.4742 1.4480  -0.041
O 1.7847 2.1398 1.2913  -0.187
H 2.9330 1.4094 -2.1009  -0.014
H 2.7772 2.8948 -1.7856  0.091
H 4.6137 1.8131 -0.2361  0.094
H 3.2764 0.6472 0.1097  0.067
C -1.3769 -0.7927 1.9140  -0.271
As -2.2405 -0.4361 0.2385  0.669
C -2.1891 -1.8809 -0.9976  -0.270
C -4.0952 -0.4733 0.8440  -0.319
S -1.9951 1.4927 -0.5950  0.026
H -0.3354 -0.3429 1.9004  0.052
H -1.1737 -1.8596 1.9144  0.032
H -2.0590 -0.4523 2.7267  0.028
H -1.8621 -2.7601 -0.5084  0.011
H -1.4333 -1.6056 -1.7128  0.006
H -3.1832 -2.2036 -1.5196  0.070
H -4.4976 -1.4801 0.8190  0.005
H -4.6797 0.0829 0.0440  0.029
H -4.1584 -0.0430 1.8571  0.016
O 1.0044 -2.9462 -0.9248  -0.402
S 1.3012 -1.5462 -0.9188  0.288
O 2.7710 -1.3291 -0.5059  -0.472
O 0.4141 -0.7934 0.1246  -0.596
O 1.1290 -0.7556 -2.2186  -0.501

- HOMO-LUMO gap: 6.17 eV
- Total charge: -2
- LUMO: 4.926 eV
- E_tot: -105680.1000 eV
- Highest occupied orbital energy: -1.24 eV



8.
The following is a DFT calculation (wB97M-V/def2-TZVPD) of a structure of composition C18H8Cl6NO3PtS.

Each line ends with the Löwdin charge.
Atoms and positions in Å:
Pt 0.8221 -0.5550 -0.3394  0.963
Cl -1.6844 0.3242 6.8525  0.665
C -1.4359 0.0862 5.1741  -0.702
C -2.5284 0.1218 4.3085  -0.088
C -2.3043 -0.0382 2.9504  -0.006
C -1.0186 -0.2750 2.4056  -0.348
O -0.9039 -0.4295 1.1520  -0.181
C 0.1113 -0.3509 3.3398  -0.132
C 1.4229 -0.6152 2.8977  -0.164
O 1.8498 -0.7902 1.7169  -0.123
C -0.1431 -0.1438 4.7067  -0.058
H -3.5265 0.2615 4.6896  0.105
H -3.1299 -0.0213 2.2573  0.110
H 2.1758 -0.7310 3.6888  0.135
H 0.6841 -0.1680 5.3986  0.110
Cl 2.2317 -3.0766 -0.8993  0.685
C 3.0559 -1.8184 -1.7504  -0.705
C 2.5691 -0.5359 -1.5200  -0.319
C 3.1831 0.5132 -2.1941  -0.706
Cl 2.6076 2.0980 -1.9030  0.723
C 4.2350 0.2912 -3.0828  -0.711
Cl 4.9618 1.5976 -3.9194  0.694
C 4.6975 -1.0082 -3.2901  -0.710
Cl 5.9670 -1.3039 -4.3958  0.697
C 4.1135 -2.0798 -2.6075  -0.711
Cl 4.6840 -3.6794 -2.8379  0.697
O -0.2299 1.3166 -1.1695  -0.213
N -1.4739 1.1609 -1.5084  -0.192
C -2.2592 2.2654 -1.5410  -0.001
C -3.5602 2.2098 -1.9596  -0.033
C -4.1086 0.9807 -2.3366  -0.048
C -3.3141 -0.1464 -2.2633  -0.084
C -1.9870 -0.0597 -1.8519  -0.616
S -1.0070 -1.4721 -1.7933  0.791
H -1.7774 3.1737 -1.2187  0.143
H -4.1504 3.1113 -1.9817  0.115
H -5.1327 0.9085 -2.6604  0.111
H -3.6968 -1.1221 -2.5147  0.108

- HOMO-LUMO gap (spin up / spin down): 6.90 / 4.64 eV
- Energy relative to the best compared isomer or geometry (same formula, charge and spin): 47.92 kcal/mol
- Total charge: 0
- LUMO (spin up / spin down): -0.949 / -3.184 eV
- E_tot: -115640.9646 eV
- Expectation value of S²: 0.80
- Spin multiplicity: 2
- Highest occupied orbital energy (spin up / spin down): -7.85 / -7.83 eV